1) {
  "formula": "C21H13F5IrN5OS2",
  "method": "ωB97M-V/def2-TZVPD",
  "multiplicity": 2,
  "homo_ev": [-17.09, -17.09],
  "homo_lumo_gap_ev": [4.17, 4.16],
  "e_lumo_ev": [-12.921, -12.936],
  "charge": 3,
  "species": ["Ir", "S", "N", "C", "C", "C", "C", "C", "N", "C", "C", "N", "C", "C", "C", "C", "C", "N", "H", "H", "H", "H", "H", "H", "C", "N", "C", "C", "O", "H", "H", "H", "H", "H", "H", "H", "F", "C", "C", "F", "C", "F", "C", "S", "C", "F", "C", "F"],
  "xyz": [[-0.0337, 0.0695, 0.5315], [5.0751, 5.4486, -0.0383], [5.2582, 3.8697, 0.1869], [4.0423, 3.3448, 0.2183], [3.7387, 1.9418, 0.4003], [4.6944, 0.9335, 0.5670], [4.2708, -0.3690, 0.7435], [2.9173, -0.6556, 0.7358], [1.9810, 0.2915, 0.5634], [2.3942, 1.5852, 0.4043], [1.3508, 2.5668, 0.2534], [0.0846, 2.0860, 0.3142], [-0.9399, 2.9329, 0.2060], [-0.7403, 4.2946, 0.0038], [0.5403, 4.7970, -0.0724], [1.6217, 3.9183, 0.0704], [3.0157, 4.3035, 0.0515], [3.4737, 5.5366, -0.1034], [5.7468, 1.1902, 0.5600], [4.9807, -1.1712, 0.8864], [2.5693, -1.6698, 0.8657], [-1.9312, 2.5151, 0.2968], [-1.6001, 4.9433, -0.0857], [0.7270, 5.8523, -0.2278], [-4.8258, 0.0467, -2.0972], [-4.0218, 0.1120, -0.8538], [-4.6823, 0.2796, 0.4512], [-2.7337, 0.0110, -0.9214], [-1.9963, 0.0545, 0.1257], [-5.8741, 0.1293, -1.8346], [-4.6621, -0.9022, -2.6027], [-4.5623, 0.8677, -2.7600], [-5.7544, 0.3216, 0.2984], [-4.3497, 1.2010, 0.9261], [-4.4398, -0.5577, 1.1028], [-2.2888, -0.1102, -1.9086], [-0.4646, -7.5357, -0.5706], [-0.3615, -6.3247, -0.1887], [0.1492, -6.0639, 1.1058], [0.5011, -7.0670, 1.8583], [0.2566, -4.7685, 1.5142], [0.7241, -4.4806, 2.6874], [-0.1481, -3.6706, 0.6366], [-0.0104, -2.1392, 1.1880], [-0.6677, -4.0083, -0.6792], [-1.0368, -3.0213, -1.4553], [-0.7673, -5.2956, -1.0897], [-1.2209, -5.6339, -2.2641]]
}

---

2) {
  "formula": "C21H13F5IrN5OS2",
  "method": "ωB97M-V/def2-TZVPD",
  "multiplicity": 2,
  "homo_ev": [-17.71, -17.72],
  "homo_lumo_gap_ev": [6.76, 5.29],
  "e_lumo_ev": [-10.949, -12.429],
  "charge": 3,
  "species": ["Ir", "S", "N", "C", "C", "C", "C", "C", "N", "C", "C", "N", "C", "C", "C", "C", "C", "N", "H", "H", "H", "H", "H", "H", "C", "N", "C", "C", "O", "H", "H", "H", "H", "H", "H", "H", "F", "C", "C", "F", "C", "F", "C", "S", "C", "F", "C", "F"],
  "xyz": [[0.0973, -1.0907, 0.0730], [2.4895, 5.0830, -3.2423], [1.0003, 4.6420, -2.8367], [1.1004, 3.4592, -2.2502], [-0.0121, 2.6562, -1.7837], [-1.3690, 2.9849, -1.8808], [-2.3092, 2.1087, -1.3766], [-1.9097, 0.9100, -0.7919], [-0.6174, 0.5917, -0.7031], [0.3221, 1.4466, -1.1830], [1.6745, 1.0213, -1.0069], [1.8137, -0.1730, -0.3797], [3.0346, -0.6585, -0.1579], [4.1682, 0.0460, -0.5586], [4.0418, 1.2619, -1.1986], [2.7604, 1.7764, -1.4338], [2.4434, 3.0323, -2.0828], [3.3263, 3.9024, -2.5478], [-1.6629, 3.9180, -2.3459], [-3.3658, 2.3320, -1.4310], [-2.6244, 0.2003, -0.3956], [3.1060, -1.6165, 0.3422], [5.1414, -0.3822, -0.3623], [4.9123, 1.8192, -1.5225], [0.6983, 1.8116, 4.6812], [0.3337, 0.5641, 3.9706], [-0.1116, -0.6174, 4.7284], [0.4061, 0.5155, 2.6818], [0.0882, -0.5439, 2.0296], [0.5831, 1.6431, 5.7457], [0.0363, 2.6207, 4.3811], [1.7352, 2.0690, 4.4782], [-0.1023, -0.3741, 5.7842], [0.5625, -1.4511, 4.5409], [-1.1213, -0.8890, 4.4261], [0.7360, 1.4149, 2.1606], [-4.8603, -5.3216, -1.2119], [-3.7902, -4.6202, -1.3856], [-3.3758, -3.7541, -0.3398], [-4.0803, -3.6849, 0.7569], [-2.2493, -3.0224, -0.5377], [-1.8299, -2.1693, 0.4807], [-1.4669, -3.0789, -1.7096], [-0.0561, -2.1576, -1.9535], [-1.9237, -3.9546, -2.7321], [-1.2324, -4.0275, -3.8350], [-3.0664, -4.7188, -2.5717], [-3.4744, -5.5246, -3.5124]]
}

---

Least stable = 1)

---

1) {
  "formula": "C8H17NO",
  "method": "ωB97M-V/def2-TZVPD",
  "multiplicity": 1,
  "homo_ev": -7.34,
  "homo_lumo_gap_ev": 8.16,
  "e_lumo_ev": 0.820,
  "charge": 0,
  "species": ["C", "C", "C", "C", "C", "C", "N", "C", "C", "O", "H", "H", "H", "H", "H", "H", "H", "H", "H", "H", "H", "H", "H", "H", "H", "H", "H"],
  "xyz": [[0.8876, 0.5118, 0.4445], [-1.5747, -0.0917, 0.6250], [-0.0682, 0.1314, -1.7422], [1.1863, 0.0654, 1.8502], [-2.2919, 1.1977, 0.3245], [-2.2768, -1.3465, 0.1822], [0.1614, -0.2658, -0.3695], [2.6090, -0.0514, -0.6050], [2.9883, -1.2943, -0.8177], [0.8429, 1.8835, 0.3917], [0.7224, 2.1667, -0.5235], [-1.2940, -0.1521, 1.6734], [3.2025, 0.8191, -0.8796], [0.4584, 1.0322, -2.0777], [-1.1166, 0.2996, -1.9991], [0.2485, -0.6845, -2.3889], [0.6245, 0.6548, 2.5728], [2.2474, 0.2293, 2.0355], [0.9736, -0.9933, 1.9647], [-1.7056, 2.0653, 0.6279], [-2.5265, -1.3143, -0.8793], [-2.5313, 1.2846, -0.7371], [-3.2471, 1.2478, 0.8635], [-1.6656, -2.2262, 0.3796], [-3.2142, -1.4790, 0.7380], [2.3627, -2.1305, -0.5225], [3.9971, -1.5596, -1.1312]]
}

---

2) {
  "formula": "C8H17NO",
  "method": "ωB97M-V/def2-TZVPD",
  "multiplicity": 1,
  "homo_ev": -9.20,
  "smiles": "C[C@H](N)[C@H](C)CO.C#CC",
  "homo_lumo_gap_ev": 10.12,
  "e_lumo_ev": 0.919,
  "charge": 0,
  "species": ["C", "C", "N", "C", "C", "H", "H", "H", "H", "H", "H", "H", "H", "H", "C", "C", "C", "C", "O", "H", "H", "H", "H", "H", "H", "H", "H"],
  "xyz": [[-1.5625, 0.0255, -0.5588], [-2.4410, 0.3260, 0.6557], [-0.9850, -1.3046, -0.3782], [-0.4853, 1.1053, -0.7784], [0.4358, 0.7783, -1.9395], [-2.2099, 0.0590, -1.4580], [-0.4148, -1.5603, -1.1760], [-1.7320, -1.9895, -0.3117], [-1.0098, 2.0345, -1.0183], [-1.8816, 0.1646, 1.5724], [-3.3095, -0.3311, 0.6635], [-2.7899, 1.3557, 0.6289], [-0.1335, 0.5135, -2.8208], [1.0696, 1.6270, -2.1693], [0.3517, 1.4246, 0.5572], [1.1786, -1.7571, 1.8199], [1.9509, -1.2340, 0.7133], [2.6371, -0.9160, -0.2209], [1.5749, 2.0609, 0.3001], [2.1943, 1.3913, -0.0159], [0.4620, 0.5536, 1.2008], [-0.2460, 2.1402, 1.1260], [0.1320, -1.8165, 1.5216], [1.2722, -1.1056, 2.6889], [1.5387, -2.7517, 2.0826], [1.0888, -0.0726, -1.6804], [3.3142, -0.7213, -1.0050]]
}

---

3) {
  "formula": "C8H17NO",
  "method": "ωB97M-V/def2-TZVPD",
  "multiplicity": 1,
  "homo_ev": -8.74,
  "smiles": "CCCCN[C@@H]1CCOC1",
  "homo_lumo_gap_ev": 9.71,
  "e_lumo_ev": 0.965,
  "charge": 0,
  "species": ["C", "C", "C", "C", "N", "C", "C", "C", "O", "C", "H", "H", "H", "H", "H", "H", "H", "H", "H", "H", "H", "H", "H", "H", "H", "H", "H"],
  "xyz": [[-0.5701, -2.1621, 2.0213], [-0.2896, -2.9034, 0.7143], [0.2379, -2.0466, -0.4586], [0.6897, -0.6329, -0.1068], [0.9849, 0.1332, -1.3235], [0.5218, 1.5058, -1.3537], [0.8149, 2.4019, -0.1226], [-0.5593, 2.6178, 0.4972], [-1.4524, 2.6359, -0.6053], [-1.0160, 1.5952, -1.4629], [0.2985, -1.6046, 2.3739], [-0.8544, -2.8671, 2.8035], [-1.3922, -1.4506, 1.9107], [-1.2213, -3.3809, 0.4015], [0.4042, -3.7212, 0.9180], [-0.5248, -1.9649, -1.2353], [1.0831, -2.5603, -0.9245], [-0.0952, -0.1179, 0.4478], [1.5729, -0.6793, 0.5397], [1.9746, 0.1132, -1.5152], [0.9595, 1.9671, -2.2386], [1.5070, 1.9342, 0.5783], [1.2187, 3.3647, -0.4338], [-0.8197, 1.7995, 1.1823], [-0.6662, 3.5550, 1.0407], [-1.4648, 0.6372, -1.1739], [-1.3416, 1.8311, -2.4748]]
}

---

4) {
  "formula": "C8H17NO",
  "method": "ωB97M-V/def2-TZVPD",
  "multiplicity": 1,
  "homo_ev": -8.49,
  "homo_lumo_gap_ev": 9.18,
  "e_lumo_ev": 0.696,
  "charge": 0,
  "species": ["C", "C", "C", "N", "C", "O", "H", "H", "H", "H", "H", "H", "H", "H", "H", "C", "C", "C", "C", "H", "H", "H", "H", "H", "H", "H", "H"],
  "xyz": [[-0.5284, 1.6973, -0.8334], [-1.9394, -0.2285, -1.7709], [-1.4235, 0.5115, -0.5875], [0.3355, 1.4804, -1.9834], [-1.8041, 0.1921, 0.6917], [0.1083, 2.2026, 0.2855], [0.7756, 1.4388, 0.6715], [-1.2770, 2.4655, -1.1251], [1.0319, 0.7819, -1.7474], [0.8322, 2.3395, -2.1855], [-1.2785, -0.2059, -2.6322], [-2.0645, -1.2877, -1.5422], [-2.9097, 0.1520, -2.0842], [-2.6941, -0.4085, 0.8293], [-1.7107, 0.9715, 1.4379], [0.3477, -1.3479, 2.0621], [1.5239, -1.7149, -0.1101], [1.4003, -0.9351, 1.1705], [1.9467, 0.3262, 1.2449], [0.2888, -0.7931, 2.9936], [-0.7651, -0.8505, 1.4549], [1.4609, -2.7870, 0.0742], [2.4793, -1.5341, -0.6013], [0.7333, -1.4511, -0.8144], [0.3750, -2.4051, 2.3118], [1.9964, 0.8076, 2.2128], [2.7591, 0.5826, 0.5770]]
}

---

Least stable = 1)

---

1) {
  "formula": "C6H10FN",
  "method": "ωB97M-V/def2-TZVPD",
  "multiplicity": 1,
  "homo_ev": -9.65,
  "smiles": "FC[C@]12CCC[C@H]1N2",
  "homo_lumo_gap_ev": 10.54,
  "e_lumo_ev": 0.891,
  "charge": 0,
  "species": ["C", "C", "C", "C", "C", "C", "H", "H", "H", "H", "H", "H", "H", "H", "H", "H", "N", "F"],
  "xyz": [[-2.0873, -0.3636, -0.3558], [-0.7191, -0.1739, 0.1544], [-0.0528, 1.3716, 0.1090], [1.3305, 0.7988, 0.4201], [1.4573, -0.3459, -0.4921], [0.2231, -1.1074, -0.2118], [-2.2276, -1.5046, -0.1247], [-2.2025, -0.1133, -1.3252], [-0.1909, 1.6636, -0.9632], [-0.5615, 2.1145, 0.8614], [1.5301, 0.4756, 1.4728], [2.2275, 1.4539, 0.3058], [2.7574, -0.5345, -0.5898], [1.0980, -0.0525, -1.7121], [0.1435, -2.0821, -0.8570], [0.5140, -0.7574, 1.8849], [-0.1152, -1.2046, 1.1508], [-3.1246, 0.3618, 0.2725]]
}

---

2) {
  "formula": "C6H10FN",
  "method": "ωB97M-V/def2-TZVPD",
  "multiplicity": 1,
  "homo_ev": -8.43,
  "smiles": "C/C(F)=C\\C=C\\CN",
  "homo_lumo_gap_ev": 9.12,
  "e_lumo_ev": 0.691,
  "charge": 0,
  "species": ["C", "C", "C", "C", "C", "C", "H", "H", "H", "H", "H", "H", "H", "H", "H", "H", "N", "F"],
  "xyz": [[-2.2497, 1.2652, 0.0867], [-2.4783, -0.0910, -0.2559], [-1.6097, -1.1280, -0.0671], [-0.1677, -0.8445, 0.0749], [0.7382, -0.0945, -0.4024], [2.0438, -0.0825, 0.3075], [-2.5840, 1.4916, 1.3609], [-2.9162, 2.1392, -0.6126], [-1.0553, 1.3515, 0.1367], [-1.7439, -2.3959, 0.0034], [0.2904, -1.5386, 0.7039], [0.5301, 0.4270, -1.3255], [2.2367, -1.0550, 0.9190], [1.9646, 0.7680, 0.9612], [3.9590, 0.4635, 0.2833], [3.6965, -0.6678, -1.1764], [3.1283, 0.3016, -0.6004], [-3.7830, -0.3097, -0.3973]]
}

---

Least stable = 2)

---

1) {
  "formula": "C2H8S4",
  "method": "ωB97M-V/def2-TZVPD",
  "multiplicity": 1,
  "homo_ev": -8.59,
  "smiles": "CSS.CSS",
  "homo_lumo_gap_ev": 8.85,
  "e_lumo_ev": 0.257,
  "charge": 0,
  "species": ["C", "S", "S", "H", "H", "H", "H", "C", "S", "S", "H", "H", "H", "H"],
  "xyz": [[-1.8997, 0.8066, -1.8741], [-1.7673, 0.6091, -0.0317], [-2.6186, -1.3483, 0.1499], [-1.5231, -0.1288, -2.3171], [-2.9819, 0.9848, -2.1863], [-1.1719, 1.6285, -2.1241], [-1.3822, -1.9686, 0.1046], [2.3049, -0.7382, 0.6087], [1.4361, -0.5488, 2.1143], [1.4009, 1.2780, 2.8602], [2.1921, -1.7656, 0.2190], [1.9871, -0.0657, -0.2149], [3.4281, -0.6364, 0.7663], [0.5955, 1.8933, 1.9251]]
}

---

2) {
  "formula": "C2H8S4",
  "method": "ωB97M-V/def2-TZVPD",
  "multiplicity": 1,
  "homo_ev": -8.92,
  "smiles": "CSS.CSS",
  "homo_lumo_gap_ev": 9.35,
  "e_lumo_ev": 0.423,
  "charge": 0,
  "species": ["C", "S", "S", "H", "H", "H", "H", "C", "S", "S", "H", "H", "H", "H"],
  "xyz": [[-1.1469, -2.1826, 1.1637], [-1.7045, -0.5347, 0.6270], [-1.3943, 0.6278, 2.2773], [-0.2404, -2.0618, 1.7559], [-1.9004, -2.6328, 1.7963], [-0.9608, -2.7455, 0.2536], [-0.1564, 1.0645, 1.9761], [1.9600, 1.1152, -1.0665], [0.6156, 2.3228, -1.0195], [-0.5152, 1.6885, -2.5878], [2.3692, 1.0451, -0.0697], [1.5316, 0.1685, -1.3632], [2.6795, 1.4244, -1.8092], [-1.1370, 0.7006, -1.9341]]
}

---

3) {
  "formula": "C2H8S4",
  "method": "ωB97M-V/def2-TZVPD",
  "multiplicity": 1,
  "homo_ev": -9.16,
  "smiles": "CSS.CSS",
  "homo_lumo_gap_ev": 9.49,
  "e_lumo_ev": 0.327,
  "charge": 0,
  "species": ["S", "S", "C", "H", "H", "H", "H", "S", "S", "C", "H", "H", "H", "H"],
  "xyz": [[1.1036, -1.3138, -2.6657], [-0.2123, -2.8399, -2.0428], [0.1058, -2.9829, -0.2704], [0.4364, -0.2232, -2.2324], [0.0271, -1.9788, 0.1792], [1.1138, -3.3817, -0.0666], [-0.6370, -3.6423, 0.2093], [1.2678, 1.0597, 1.3584], [0.7314, 2.9757, 0.7014], [-1.0610, 3.0052, 1.0866], [1.4157, 0.3962, 0.1920], [-1.1611, 2.8710, 2.1768], [-1.5208, 2.1390, 0.5818], [-1.6095, 3.9158, 0.7924]]
}

---

Least stable = 1)